Density functional theory data (the ωB97M-V functional and the def2-TZVPD basis) for a 2-piece molecular cluster, C4H10NS overall.

```
16
Properties=species:S:1:pos:R:3:nbo_charge:R:1
S -0.40664 0.23196 -1.55033 -0.724
N -1.00988 -2.05889 0.53592 -0.870
C -0.08089 -1.54494 -1.74229 -0.536
C 0.42627 2.43187 1.48358 -0.374
C 0.67537 3.66344 1.04518 -0.429
C 0.09503 -2.25946 -0.39201 -0.223
H 0.23924 -3.33890 -0.54272 0.153
H 0.81489 -1.74699 -2.34232 0.171
H 0.11849 1.63846 0.80684 0.251
H 0.73997 4.53336 1.68822 0.171
H -1.81302 -2.60331 0.24568 0.330
H 0.56249 2.20008 2.53697 0.167
H 0.80444 3.80652 -0.02378 0.196
H 1.01184 -1.87226 0.06622 0.171
H -0.91787 -2.00673 -2.28671 0.162
H -1.25973 -1.07421 0.47155 0.383
```

Computed properties:
Orbital gap in eV: 6.52
Charge: -1
HOMO energy in eV: -2.506
Total energy in eV: -16635.359
2S+1: 1
ΔE to the lowest compared entry with this formula, charge and spin in kcal/mol: 17.3
Lowest unoccupied orbital energy in eV: 4.02